(1)
Density functional theory data (ωB97M-V/def2-TZVPD) for a structure of composition C24H20In2N4O21S3V in a non-equilibrium geometry.

Properties
Total charge ... +1
Multiplicity ... 3
Frontier orbital gap (alpha / beta) ... 4.171 / 3.916 eV

Each line ends with the Löwdin spin population.
Cartesian coordinates (Å):
In 0.91 0.62 -5.28  0.029
In -0.36 4.92 -2.51  0.030
O 3.65 1.48 0.34  -0.002
V 3.47 2.39 -0.96  0.000
S 0.26 1.65 -1.82  -0.024
O 0.31 2.27 -3.13  0.545
O -0.73 2.47 -1.22  0.168
O 0.03 0.29 -2.21  0.249
O 1.59 1.83 -1.22  -0.008
S 3.99 0.47 -3.39  -0.035
O 5.30 0.07 -3.90  0.551
O 4.15 0.79 -2.01  -0.009
O 3.63 1.67 -4.10  0.295
O 2.98 -0.55 -3.67  0.211
S 2.78 5.18 -0.75  0.001
O 3.94 5.97 -1.07  -0.001
O 2.44 4.41 -1.95  -0.002
O 3.09 4.06 0.18  -0.005
O 1.56 5.92 -0.52  0.003
C 1.90 2.87 5.28  0.000
C 0.53 2.84 5.51  0.000
C -0.29 3.17 4.42  0.000
C 0.23 3.66 3.22  0.000
C 1.63 3.72 3.06  0.000
C 2.39 3.34 4.09  0.000
N -0.73 3.94 2.11  0.000
O -1.96 3.84 2.38  0.000
O -0.25 4.35 1.04  0.001
H 2.51 2.75 6.16  0.000
H 0.22 2.45 6.46  0.000
H -1.35 3.15 4.65  0.000
H 1.93 4.17 2.12  0.000
H 3.47 3.38 3.99  0.000
C 0.96 -5.34 -0.85  0.000
C 0.21 -5.95 -1.84  0.000
C -0.39 -5.21 -2.90  0.000
C -0.15 -3.87 -2.99  0.000
C 0.75 -3.27 -2.02  0.000
C 1.32 -3.98 -0.98  0.000
N -0.67 -3.08 -4.17  0.000
O -0.21 -1.96 -4.35  0.004
O -1.65 -3.49 -4.78  0.000
H 1.27 -5.88 0.04  0.000
H 0.05 -7.01 -1.72  0.000
H -0.85 -5.79 -3.68  0.000
H 0.66 -2.19 -1.97  0.000
H 1.85 -3.49 -0.17  0.000
C 0.11 -0.89 1.42  0.000
C 0.54 -0.06 2.45  0.000
C 0.47 -0.49 3.79  0.000
C -0.05 -1.80 4.08  0.000
C -0.26 -2.69 3.01  0.000
C -0.28 -2.17 1.72  0.000
N -0.35 -2.16 5.45  0.000
O -0.02 -1.44 6.39  0.000
O -0.90 -3.25 5.60  0.000
H 0.12 -0.45 0.43  0.000
H 0.93 0.94 2.33  0.000
H 0.74 0.18 4.60  0.000
H -0.53 -3.73 3.03  0.000
H -0.68 -2.81 0.94  0.000
C -4.09 -1.21 -0.12  0.000
C -3.27 -0.22 -0.66  0.000
C -3.23 0.09 -2.01  0.000
C -4.00 -0.73 -2.86  0.000
C -4.87 -1.76 -2.41  0.000
C -4.93 -1.96 -1.00  0.001
N -3.78 -0.51 -4.33  0.000
O -4.48 -1.25 -5.07  0.000
O -2.87 0.19 -4.70  0.000
H -4.08 -1.49 0.93  0.000
H -2.78 0.59 -0.14  0.000
H -2.64 0.96 -2.26  0.000
H -5.68 -2.17 -2.99  0.000
H -5.48 -2.75 -0.52  0.000

***

(2)
Density functional theory data (ωB97M-V/def2-TZVPD) for a structure of composition C24H20N2O2PV.

Properties
Total charge ... +1
Multiplicity ... 2
Frontier orbital gap (alpha / beta) ... 7.659 / 6.972 eV

Each line ends with the Löwdin spin population.
Cartesian coordinates (Å):
V 0.22 -0.03 -0.09  0.968
N 1.40 -1.90 0.04  0.000
C 0.72 -3.20 0.06  0.000
C 1.45 -4.37 -0.08  0.000
C 0.79 -5.59 -0.08  0.000
C -0.59 -5.64 0.09  0.000
C -1.31 -4.46 0.23  0.000
C -0.66 -3.23 0.22  0.000
P -1.50 -1.62 0.36  -0.004
C -3.13 -1.92 -0.36  -0.005
C -4.30 -1.97 0.39  -0.001
C -5.52 -2.21 -0.23  0.000
C -5.58 -2.40 -1.60  -0.001
C -4.41 -2.35 -2.36  0.000
C -3.20 -2.11 -1.74  -0.001
C -1.76 -1.34 2.14  0.005
C -2.26 -0.10 2.54  0.001
C -2.42 0.19 3.89  0.000
C -2.08 -0.76 4.84  0.002
C -1.59 -2.00 4.45  0.000
C -1.43 -2.29 3.10  0.002
H 1.76 -1.69 0.98  0.001
H 2.23 -1.98 -0.54  0.000
H 2.52 -4.33 -0.20  0.000
H 1.35 -6.50 -0.20  0.000
H -1.10 -6.59 0.09  0.000
H -2.39 -4.50 0.35  0.000
H -4.26 -1.83 1.47  0.000
H -6.42 -2.25 0.36  0.000
H -6.53 -2.59 -2.08  0.000
H -4.45 -2.51 -3.43  0.000
H -2.29 -2.09 -2.34  0.000
H -2.51 0.66 1.80  -0.001
H -2.80 1.15 4.19  0.000
H -2.19 -0.54 5.90  0.000
H -1.32 -2.74 5.19  0.000
H -1.04 -3.26 2.80  0.000
O 0.92 2.04 3.18  0.002
C 0.71 1.64 2.07  0.005
O 0.95 0.41 1.61  0.025
C 0.10 2.55 1.02  -0.001
C 0.10 3.92 1.19  0.000
C -0.44 4.71 0.19  -0.005
C -0.96 4.10 -0.95  0.000
C -0.90 2.72 -1.05  0.001
N -0.37 1.95 -0.09  0.008
H 0.51 4.32 2.10  0.000
H -0.46 5.78 0.29  0.000
H -1.40 4.67 -1.75  0.000
H -1.30 2.21 -1.92  0.001

***

(3)
Density functional theory data (ωB97M-V/def2-TZVPD) for an isolated molecule of C24H20N2O4 in a non-equilibrium geometry.

Properties
Total charge ... 0
Energy relative to the best compared isomer or geometry (same formula, charge and spin) ... 157.13 kcal/mol
Frontier orbital gap ... 7.080 eV

Each line ends with the Löwdin charge.
Cartesian coordinates (Å):
C -2.39 0.95 3.96  -0.122
C -1.34 0.89 4.93  -0.262
N -0.58 0.88 5.82  0.193
C -2.18 -0.06 2.82  -0.143
C -2.83 0.08 1.56  -0.034
C -2.77 -0.93 0.61  0.007
C -1.91 -2.01 0.81  -0.162
N -1.82 -3.06 -0.15  -0.312
O -0.98 -3.98 0.04  0.050
O -2.60 -3.05 -1.13  0.056
C -1.05 -2.05 1.93  0.026
C -1.17 -1.06 2.90  -0.003
H -2.46 1.92 3.45  0.136
H -3.41 0.98 1.32  0.125
H -3.34 -0.90 -0.32  0.129
H -0.30 -2.82 2.00  0.122
H -0.47 -1.07 3.74  0.114
C -8.56 -2.75 6.30  -0.069
O -7.92 -2.22 5.12  -0.099
C -6.75 -1.54 5.24  -0.279
C -6.28 -0.97 4.02  0.013
C -5.25 -0.06 4.06  -0.049
C -4.60 0.31 5.24  -0.201
C -3.68 1.50 5.10  -0.081
C -3.45 2.24 6.44  -0.168
C -2.39 3.14 6.48  -0.010
C -2.15 3.97 7.59  -0.124
C -3.02 3.91 8.68  -0.250
O -2.67 4.67 9.75  -0.024
C -1.39 5.34 9.39  -0.102
C -1.04 4.94 7.95  -0.092
C -4.16 3.08 8.67  0.023
C -4.37 2.29 7.52  -0.029
C -4.96 -0.40 6.42  -0.029
C -6.07 -1.27 6.42  -0.014
H -9.41 -3.34 5.88  0.102
H -7.89 -3.42 6.87  0.091
H -8.95 -1.95 6.94  0.093
H -6.81 -1.20 3.10  0.121
H -4.94 0.42 3.12  0.107
H -4.08 2.25 4.41  0.131
H -1.71 3.23 5.64  0.110
H -1.56 6.41 9.53  0.116
H -0.64 5.00 10.10  0.118
H -0.04 4.50 7.90  0.117
H -1.02 5.83 7.30  0.117
H -4.82 3.12 9.53  0.115
H -5.31 1.75 7.50  0.102
H -4.42 -0.28 7.35  0.111
H -6.47 -1.66 7.37  0.112

***

(4)
Density functional theory data (ωB97M-V/def2-TZVPD) for an isolated molecule of C24H20N2O5S in a non-equilibrium geometry.

Properties
Total charge ... 0
Frontier orbital gap ... 7.279 eV

Each line ends with the Löwdin charge.
Cartesian coordinates (Å):
C 2.84 -3.41 -0.40  -0.073
H 3.11 -4.47 -0.46  0.096
O 1.58 -3.30 -1.02  -0.059
C 1.01 -2.07 -1.10  -0.189
C 1.54 -0.90 -0.59  0.049
C 0.85 0.31 -0.67  -0.203
C -0.38 0.34 -1.33  -0.023
C -0.91 -0.81 -1.88  0.013
C -0.23 -2.01 -1.77  -0.225
O -0.75 -3.17 -2.29  -0.126
S -2.30 -3.51 -1.92  0.695
O -3.16 -3.06 -2.97  -0.250
O -2.55 -3.03 -0.59  -0.242
C -2.14 -5.28 -1.94  -0.270
C -1.65 -5.91 -0.82  -0.047
C -1.48 -7.29 -0.85  -0.061
C -1.79 -8.00 -2.00  -0.069
C -2.28 -7.34 -3.12  -0.061
C -2.46 -5.97 -3.10  -0.047
H -2.84 -5.42 -3.94  0.117
H -2.53 -7.90 -4.01  0.108
H -1.66 -9.07 -2.02  0.107
H -1.10 -7.80 0.01  0.108
H -1.42 -5.32 0.05  0.120
H -1.85 -0.80 -2.40  0.122
H -0.89 1.28 -1.45  0.115
C 1.45 1.49 -0.10  0.065
C 0.86 2.52 0.54  -0.057
C -0.46 2.80 1.08  -0.263
N -0.46 3.93 1.71  0.160
N 0.77 4.51 1.63  -0.004
C 1.67 3.70 0.96  -0.361
O 2.84 3.91 0.74  0.082
C 0.98 5.76 2.23  -0.176
C -0.09 6.38 2.87  -0.029
C 0.09 7.61 3.47  -0.090
C 1.33 8.23 3.44  -0.103
C 2.39 7.61 2.81  -0.085
C 2.23 6.38 2.20  -0.013
H 3.06 5.90 1.71  0.097
H 3.36 8.09 2.78  0.102
H 1.46 9.20 3.91  0.097
H -0.74 8.09 3.96  0.101
H -1.05 5.89 2.88  0.096
C -1.68 1.95 1.08  -0.022
H -2.27 2.13 0.18  0.082
H -1.41 0.89 1.10  0.082
H -2.29 2.20 1.94  0.084
H 2.53 1.57 -0.19  0.135
H 2.49 -0.91 -0.08  0.116
H 3.60 -2.82 -0.92  0.100
H 2.80 -3.11 0.65  0.099

***

(5)
Density functional theory data (ωB97M-V/def2-TZVPD) for a cluster of 2 separate species, C24H21BCl2F3N2O4 in total in a non-equilibrium geometry.

Properties
Total charge ... -1
Energy relative to the best compared isomer or geometry (same formula, charge and spin) ... 0.00 kcal/mol
Frontier orbital gap ... 5.594 eV

Each line ends with the Löwdin charge.
Cartesian coordinates (Å):
N -4.78 -2.94 2.17  0.154
C -3.82 -2.46 2.78  -0.001
C -2.69 -1.80 3.00  -0.140
C -2.75 -0.44 3.40  -0.174
C -4.02 0.19 3.61  -0.207
N -5.05 0.73 3.71  0.138
C -1.56 0.41 3.69  -0.483
O -1.63 1.62 3.69  0.010
C -0.31 -0.33 3.98  -0.640
Cl 0.94 0.59 4.61  0.781
C -0.28 -1.71 3.94  -0.583
Cl 1.16 -2.52 4.39  0.722
C -1.40 -2.51 3.33  -0.363
O -1.28 -3.70 3.16  0.057
C 0.03 -2.48 -1.42  -0.025
C 0.43 -1.92 -0.06  -0.433
C 1.05 -3.10 0.69  -0.016
C 1.19 -0.46 -0.17  -0.394
C 2.63 -0.51 0.22  -0.016
C 0.82 0.25 -1.47  -0.002
O 0.72 0.39 0.92  0.154
B -0.47 -0.16 1.18  -0.597
C -1.86 0.56 0.91  -0.072
C -1.96 1.95 0.84  -0.007
C -3.19 2.60 0.60  -0.003
C -4.34 1.93 0.23  -0.119
C -5.58 2.69 -0.18  -0.507
F -6.03 2.42 -1.44  0.107
F -6.69 2.50 0.62  0.099
F -5.35 4.03 -0.14  0.096
C -4.25 0.53 0.22  0.009
C -3.04 -0.11 0.54  -0.021
C -4.80 -2.85 0.71  -0.376
C -5.79 -3.69 0.00  -0.111
C -5.85 -2.12 -0.05  -0.129
O -0.66 -1.55 0.78  0.063
H 0.98 -2.72 -1.92  0.091
H -0.44 -3.44 -1.32  0.080
H -0.54 -1.90 -2.16  0.089
H 1.85 -3.55 0.08  0.093
H 1.35 -2.83 1.72  0.058
H 0.21 -3.82 0.76  0.096
H 3.34 -1.05 -0.43  0.096
H 3.02 0.49 0.27  0.085
H 2.70 -0.90 1.24  0.097
H 1.29 -0.16 -2.37  0.090
H -0.25 0.17 -1.66  0.087
H 1.04 1.33 -1.42  0.101
H -1.09 2.56 1.00  0.116
H -3.19 3.70 0.68  0.118
H -5.08 -0.08 0.00  0.054
H -2.97 -1.18 0.53  0.076
H -3.75 -2.82 0.20  0.161
H -5.45 -4.30 -0.86  0.100
H -6.49 -4.19 0.73  0.108
H -6.59 -1.50 0.51  0.115
H -5.69 -1.62 -1.06  0.116

***

(6)
Density functional theory data (ωB97M-V/def2-TZVPD) for a structure of composition C24H21Br4F6N3O6S2SbTi in a non-equilibrium geometry.

Properties
Total charge ... -2
Multiplicity ... 4
Energy relative to the best compared isomer or geometry (same formula, charge and spin) ... 2.75 kcal/mol
Frontier orbital gap (alpha / beta) ... 6.133 / 4.455 eV

Each line ends with the Löwdin spin population.
Cartesian coordinates (Å):
Ti 0.98 -0.72 -1.47  0.898
C 5.72 0.87 2.42  0.013
C 5.01 -0.23 1.65  0.020
N 3.73 -0.61 2.24  0.033
C 3.74 -1.81 3.10  0.003
C 3.66 -3.11 2.32  0.002
C 2.57 -0.13 1.79  0.063
S 2.63 1.33 0.82  0.744
N 1.43 -0.68 2.15  0.019
C 0.32 -0.54 1.43  0.025
O 0.33 -0.15 0.22  0.077
C -0.97 -0.96 2.01  0.002
C -2.13 -0.88 1.25  0.003
C -3.35 -1.24 1.81  0.000
C -3.41 -1.68 3.12  0.003
C -2.25 -1.77 3.88  0.000
C -1.03 -1.41 3.33  0.003
H 6.69 1.08 1.98  0.000
H 5.87 0.59 3.46  0.000
H 5.14 1.79 2.41  0.011
H 5.62 -1.14 1.64  0.000
H 4.85 0.05 0.61  0.009
H 2.90 -1.72 3.79  0.000
H 4.66 -1.75 3.69  0.000
H 2.75 -3.15 1.73  0.000
H 3.68 -3.96 3.01  0.000
H 4.50 -3.22 1.63  0.000
H -2.09 -0.54 0.23  0.000
H -4.27 -1.16 1.23  0.000
H -4.37 -1.95 3.54  0.000
H -2.29 -2.13 4.90  0.000
H -0.12 -1.47 3.92  0.000
Br 2.95 5.35 -5.18  0.011
C 2.05 3.85 -4.46  0.068
C 1.35 2.95 -5.34  0.116
Br 1.33 3.31 -7.19  0.027
C 0.72 1.84 -4.85  0.036
Br -0.19 0.61 -5.94  0.002
C 0.74 1.54 -3.45  0.148
O 0.22 0.50 -2.98  0.187
C 1.37 2.50 -2.54  0.103
O 1.27 2.31 -1.32  0.267
C 2.06 3.64 -3.12  0.074
Br 2.92 4.75 -1.87  0.012
F 2.68 -0.16 -1.95  -0.007
Sb 1.06 -3.96 -1.90  0.001
F 1.55 -2.44 -2.98  0.007
F 2.86 -4.55 -1.53  0.000
F 1.07 -5.05 -3.52  0.000
F 1.79 -2.26 -0.50  0.019
F -0.53 -1.87 -1.74  -0.004
N -1.86 2.49 -1.05  0.002
C -3.12 1.90 -0.83  0.000
C -3.94 2.39 0.19  0.000
C -5.17 1.80 0.45  0.000
C -5.63 0.73 -0.30  0.000
C -4.82 0.28 -1.34  0.000
C -3.58 0.85 -1.61  0.000
S -7.13 -0.12 0.14  0.000
O -7.38 -1.04 -0.97  0.000
O -6.81 -0.79 1.40  0.000
O -8.12 0.94 0.29  0.000
H -1.52 2.98 -0.24  0.000
H -1.14 1.85 -1.36  0.000
H -3.60 3.21 0.81  0.000
H -5.78 2.17 1.26  0.000
H -5.18 -0.56 -1.93  0.000
H -2.96 0.45 -2.40  0.000

***

(7)
Density functional theory data (ωB97M-V/def2-TZVPD) for a cluster of 2 separate species, C24H21BrClFINO2 in total in a non-equilibrium geometry.

Properties
Total charge ... 0
Energy relative to the best compared isomer or geometry (same formula, charge and spin) ... 496.97 kcal/mol
Frontier orbital gap ... 6.509 eV

Each line ends with the Löwdin charge.
Cartesian coordinates (Å):
C 1.92 3.06 2.72  -0.159
C 3.27 3.02 1.76  -0.646
Cl 4.59 3.98 2.72  0.468
C 3.09 3.78 0.31  -0.204
C 1.67 3.37 -0.47  -0.068
C 0.43 4.49 -0.63  0.041
C -1.00 4.11 -1.40  -0.146
C -2.25 5.21 -1.51  -0.188
C -3.43 4.60 -0.51  -0.216
C -4.23 5.79 0.33  -0.135
F -5.50 5.13 0.82  -0.171
C -1.25 2.62 -2.10  -0.471
I -3.12 2.10 -3.19  0.818
C -0.01 1.53 -1.93  -0.038
C 1.41 1.88 -1.12  0.012
C 2.51 0.63 -1.02  -0.182
O 3.84 0.79 -1.19  -0.035
C 1.81 -0.86 -0.71  -0.020
C 2.42 -1.96 0.34  0.004
C 1.56 -3.37 0.56  -0.045
C 0.14 -3.71 -0.22  -0.063
C -0.47 -2.60 -1.27  -0.481
Br -2.24 -2.87 -2.25  0.599
C 0.38 -1.21 -1.49  -0.034
C -0.17 -0.02 -2.54  -0.236
O -0.64 -0.31 -3.75  -0.081
H 2.33 3.08 3.84  0.074
H 1.29 4.04 2.58  0.086
H 1.31 2.07 2.57  0.091
H 3.68 1.91 1.67  0.115
H 4.02 3.50 -0.38  0.130
H 3.10 4.96 0.46  0.117
H 0.65 5.55 -0.15  0.102
H -2.64 5.36 -2.60  0.108
H -1.90 6.22 -0.99  0.114
H -3.00 3.83 0.29  0.128
H -4.29 4.04 -1.12  0.075
H -4.55 6.66 -0.41  0.130
H -3.65 6.18 1.27  0.124
H 3.44 -1.74 0.91  0.112
H 1.97 -4.18 1.32  0.093
H -0.49 -4.69 -0.05  0.082
N 0.06 -7.75 0.46  -0.007
C 0.49 -8.80 1.22  -0.143
C -0.59 -9.60 1.50  -0.115
C -1.72 -9.01 0.88  -0.114
C -1.29 -7.87 0.24  -0.149
H 0.64 -7.00 0.11  0.133
H 1.54 -8.89 1.49  0.105
H -0.57 -10.51 2.09  0.092
H -2.74 -9.38 0.90  0.092
H -1.82 -7.14 -0.35  0.101

***

(8)
Density functional theory data (ωB97M-V/def2-TZVPD) for a structure of composition C24H21BrI4MnNO2P.

Properties
Total charge ... +3
Multiplicity ... 5
Energy relative to the best compared isomer or geometry (same formula, charge and spin) ... 3.53 kcal/mol
Frontier orbital gap (alpha / beta) ... 2.916 / 4.994 eV

Each line ends with the Löwdin spin population.
Cartesian coordinates (Å):
Mn 2.02 0.05 -1.61  3.868
O 5.52 -1.09 3.15  0.009
C 4.62 -0.97 2.21  0.010
C 3.24 -1.19 2.39  0.000
C 2.38 -0.99 1.34  0.003
N 2.83 -0.59 0.13  -0.025
C 4.15 -0.44 -0.01  0.007
Br 4.53 -0.02 -1.84  -0.035
C 5.10 -0.58 0.94  0.000
H 5.17 -1.40 4.00  0.000
H 2.85 -1.53 3.34  0.000
H 1.32 -1.14 1.45  0.000
H 6.16 -0.43 0.77  -0.001
I 1.42 -0.34 -4.30  -0.014
C 2.02 1.67 -4.63  0.008
I 2.01 2.78 -2.82  0.051
H 1.31 2.12 -5.32  0.001
H 3.03 1.66 -5.03  0.000
I 1.69 -4.69 -1.48  0.002
I 1.89 -6.97 -2.82  0.000
O 0.29 -0.05 -1.18  0.103
P -1.01 0.22 -0.28  0.016
C -0.48 0.74 1.34  0.004
C 0.51 1.72 1.45  0.001
C 0.86 2.21 2.70  0.000
C 0.22 1.72 3.83  0.000
C -0.76 0.75 3.73  0.000
C -1.12 0.26 2.48  0.001
C -1.90 -1.30 -0.19  -0.005
C -3.27 -1.33 -0.45  -0.002
C -3.96 -2.52 -0.32  -0.001
C -3.29 -3.68 0.05  -0.005
C -1.91 -3.66 0.29  0.000
C -1.22 -2.47 0.16  -0.003
C -1.97 1.50 -1.01  0.003
C -2.93 2.15 -0.23  0.000
C -3.73 3.12 -0.81  0.000
C -3.57 3.45 -2.15  0.000
C -2.62 2.81 -2.93  0.000
C -1.81 1.83 -2.36  0.000
H 0.98 2.14 0.56  0.001
H 1.61 2.99 2.79  0.000
H 0.48 2.12 4.81  0.000
H -1.26 0.38 4.62  0.000
H -1.89 -0.50 2.40  0.000
H -3.79 -0.43 -0.75  0.000
H -5.02 -2.55 -0.52  0.000
H -3.83 -4.61 0.15  0.000
H -1.39 -4.57 0.56  0.000
H -0.14 -2.47 0.31  0.000
H -3.05 1.92 0.82  0.000
H -4.48 3.63 -0.21  0.000
H -4.20 4.22 -2.60  0.000
H -2.51 3.06 -3.97  0.000
H -1.08 1.31 -2.96  0.000